Density functional theory data (ωB97M-V/def2-TZVPD) for a cluster of 14 separate species, C34H74Br12N10O10 in total in a non-equilibrium geometry.

```
140
Properties=species:S:1:pos:R:3:lowdin_charge:R:1
C -5.62 4.25 2.72 0.010
C -4.37 3.67 2.01 -0.519
O -3.63 2.88 2.62 -0.038
N -4.13 3.97 0.72 0.020
C -3.03 3.38 -0.06 -0.043
H -5.38 5.15 3.29 0.077
H -6.04 3.48 3.36 0.072
H -6.39 4.58 2.03 0.070
H -4.66 4.71 0.27 0.132
H -3.37 2.41 -0.41 0.059
H -2.13 3.18 0.53 0.059
H -2.79 4.15 -0.79 0.086
C 4.37 1.10 -1.48 0.016
C 4.15 0.74 -0.01 -0.541
O 4.35 -0.41 0.43 0.016
N 3.77 1.75 0.73 0.017
C 3.38 1.69 2.10 -0.059
H 5.01 1.99 -1.48 0.084
H 3.45 1.34 -2.02 0.065
H 4.88 0.38 -2.12 0.071
H 3.38 2.51 0.20 0.097
H 4.13 2.15 2.74 0.095
H 3.19 0.67 2.44 0.074
H 2.42 2.17 2.27 0.065
C -1.08 -1.49 -2.67 0.019
C -0.89 -0.03 -2.44 -0.571
O -1.82 0.64 -2.07 0.016
N 0.30 0.48 -2.79 0.051
C 0.45 1.95 -2.90 -0.040
H -1.18 -1.74 -3.72 0.098
H -1.98 -1.81 -2.15 0.069
H -0.29 -2.12 -2.26 0.065
H 1.02 -0.14 -3.14 0.070
H -0.48 2.45 -3.14 0.080
H 1.28 2.18 -3.57 0.091
H 0.72 2.29 -1.89 0.043
C 4.93 -2.66 -2.03 0.015
C 6.19 -3.43 -2.45 -0.515
O 7.22 -3.33 -1.77 0.007
N 6.26 -4.16 -3.57 0.004
C 5.17 -4.75 -4.35 -0.066
H 4.51 -2.14 -2.89 0.060
H 5.15 -1.93 -1.24 0.064
H 4.09 -3.30 -1.74 0.065
H 7.16 -4.53 -3.83 0.138
H 5.07 -4.18 -5.28 0.070
H 4.20 -4.67 -3.85 0.053
H 5.42 -5.79 -4.55 0.085
C 0.15 4.33 -0.33 0.002
C 1.57 4.83 -0.68 -0.476
O 2.46 4.08 -1.08 0.003
N 1.89 6.16 -0.59 0.007
C 1.01 7.22 -0.24 -0.090
H 0.15 3.61 0.49 0.079
H -0.33 3.88 -1.20 0.060
H -0.56 5.15 -0.16 0.060
H 2.84 6.37 -0.82 0.145
H 1.41 8.20 -0.52 0.095
H 0.84 7.13 0.84 0.070
H 0.04 7.12 -0.72 0.081
C 1.83 -2.38 -0.04 -0.024
C 0.64 -2.00 0.72 -0.530
O -0.06 -2.84 1.31 -0.038
N 0.35 -0.69 0.73 0.047
C -0.84 -0.16 1.37 -0.080
H 2.30 -1.57 -0.59 0.074
H 1.72 -3.37 -0.49 0.045
H 2.50 -2.55 0.80 0.079
H 1.04 -0.15 0.23 0.127
H -0.80 0.93 1.33 0.071
H -0.85 -0.51 2.40 0.009
H -1.70 -0.49 0.79 0.068
C -2.64 -5.33 -2.04 0.002
C -1.66 -4.83 -0.99 -0.541
O -0.44 -5.03 -1.15 -0.027
N -2.10 -4.02 -0.02 0.017
C -3.42 -3.31 0.03 -0.061
H -2.94 -6.37 -1.86 0.087
H -2.42 -5.01 -3.06 0.080
H -3.60 -4.80 -2.02 0.055
H -1.29 -3.60 0.43 0.058
H -3.28 -2.77 0.96 0.052
H -4.29 -3.95 0.20 0.087
H -3.58 -2.63 -0.81 0.058
C -0.29 2.98 3.77 0.010
C 0.91 3.83 4.04 -0.572
O 1.79 3.39 4.79 0.029
N 0.92 5.03 3.46 0.010
C 2.01 5.96 3.60 -0.071
H -0.51 2.44 4.69 0.089
H -0.03 2.25 2.99 0.063
H -1.11 3.61 3.44 0.070
H 0.05 5.39 3.09 0.130
H 2.82 5.72 2.91 0.080
H 2.43 5.85 4.61 0.089
H 1.80 6.99 3.30 0.079
C 2.66 -1.37 -6.06 0.006
C 2.21 -2.03 -4.80 -0.544
O 2.15 -1.41 -3.74 -0.001
N 1.94 -3.35 -4.88 0.049
C 1.43 -4.19 -3.73 -0.033
H 1.93 -0.87 -6.71 0.090
H 3.29 -2.07 -6.61 0.077
H 3.36 -0.58 -5.81 0.087
H 1.98 -3.73 -5.81 0.131
H 2.14 -4.43 -2.93 0.070
H 1.00 -5.13 -4.08 0.086
H 0.50 -3.84 -3.29 0.046
C -4.66 -0.14 0.00 -0.025
C -5.54 0.51 -1.06 -0.549
O -6.78 0.50 -0.87 -0.002
N -4.88 1.04 -2.07 0.017
C -5.49 1.59 -3.29 -0.051
H -5.25 -0.96 0.42 0.092
H -4.54 0.57 0.81 0.044
H -3.70 -0.27 -0.50 0.049
H -3.87 1.14 -2.04 0.078
H -5.18 2.62 -3.43 0.077
H -6.58 1.59 -3.26 0.081
H -5.26 0.97 -4.15 0.079
C -2.22 -4.54 3.64 -1.460
Br -1.25 -4.80 5.39 0.497
Br -3.96 -3.70 3.99 0.535
Br -2.29 -6.20 2.56 0.579
H -1.66 -3.79 3.08 -0.063
C 1.73 -5.17 3.14 -1.334
Br 1.56 -6.92 4.19 0.453
Br 2.36 -5.57 1.26 0.582
Br 2.95 -3.82 4.15 0.442
H 0.72 -4.77 3.09 -0.087
C -4.03 0.24 5.41 -1.425
Br -3.58 -0.26 3.52 0.564
Br -3.45 -1.07 6.77 0.517
Br -6.01 0.56 5.60 0.501
H -3.53 1.18 5.64 -0.026
C 1.35 -0.17 5.65 -1.419
Br 0.75 0.33 7.54 0.485
Br 0.26 -1.72 4.86 0.474
Br 3.23 -0.51 5.62 0.587
H 1.15 0.72 5.06 -0.067
```

Summary:
orbital gap: 8.67 eV
HOMO: -8.9617 eV
largest force on an atom: 3.89 eV/Å